The following is a DFT calculation (ωB97M-V/def2-TZVPD) of a cluster of 2 separate species, C3H3O3P in total in a non-equilibrium geometry.

Cartesian coordinates (Å):
C -0.624 0.526 -1.609
C 0.390 0.146 -1.068
P 1.633 -0.480 0.095
O 1.396 0.630 1.207
H -1.221 1.268 -1.994
H 2.574 -0.002 -0.706
H 0.887 1.325 0.738
O -1.757 -2.180 0.660
C -1.636 -1.143 1.111
O -1.642 -0.090 1.567

Values from the calculation:
Spin multiplicity: 1
ΔE to the lowest compared entry with this formula, charge and spin: 173.56 kJ/mol
Structure (SMILES): C#CPO.O=C=O
Molecular weight: 118.03 Da
Calculated total energy: -683.136144 a.u.
Kohn-Sham gap: 10.086 eV

=====

The following is a DFT calculation (ωB97M-V/def2-TZVPD) of a structure of composition C3H3O3Y in a non-equilibrium geometry.

Cartesian coordinates (Å):
O 2.624 -3.307 -0.800
C 2.427 -2.192 -0.634
O 2.068 -1.108 -0.378
Y 0.833 0.740 0.281
C -1.413 0.955 1.119
C -2.655 1.081 0.505
H -1.424 1.291 2.166
H -3.356 1.872 0.799
O -3.100 0.364 -0.468
H -2.398 -0.054 -0.996

Values from the calculation:
Charge: +3
Spin multiplicity: 2
ΔE to the lowest compared entry with this formula, charge and spin: 0.00 kJ/mol
Molecular weight: 175.96 Da
Calculated total energy: -378.806088 a.u.
Kohn-Sham gap (alpha / beta): 8.091 / 8.607 eV

=====

The following is a DFT calculation (ωB97M-V/def2-TZVPD) of a structure of composition C3H3O3Zn in a non-equilibrium geometry.

Cartesian coordinates (Å):
O -1.932 1.154 -0.924
O 1.397 -0.365 -0.711
C 0.525 -0.525 0.150
O -0.516 -1.282 -0.083
C -1.106 -0.264 0.846
H -1.439 -0.777 1.756
C -2.120 0.662 0.230
H -1.186 1.069 1.269
H -3.146 0.351 0.541
Zn 2.726 0.186 0.546

Values from the calculation:
Spin multiplicity: 2
ΔE to the lowest compared entry with this formula, charge and spin: 583.47 kJ/mol
Molecular weight: 152.44 Da
Calculated total energy: -2120.875517 a.u.
Kohn-Sham gap (alpha / beta): 7.466 / 5.317 eV

=====

The following is a DFT calculation (ωB97M-V/def2-TZVPD) of the ion C3H3O4 with charge -1 in a non-equilibrium geometry.

Cartesian coordinates (Å):
C 0.536 -0.415 -1.418
C 0.286 1.762 1.021
C -0.298 0.051 -0.485
O -0.503 1.354 -0.079
O -0.835 -0.822 0.513
O 0.704 -1.662 -1.710
O 0.124 1.072 2.082
H 1.169 0.125 -2.133
H -0.476 0.300 1.961
H -0.706 -1.765 0.247

Values from the calculation:
Charge: -1
Spin multiplicity: 1
ΔE to the lowest compared entry with this formula, charge and spin: 361.23 kJ/mol
Molecular weight: 103.05 Da
Calculated total energy: -416.991211 a.u.
Kohn-Sham gap: 6.143 eV

=====

The following is a DFT calculation (ωB97M-V/def2-TZVPD) of the molecule C3H3OP in a non-equilibrium geometry.

Cartesian coordinates (Å):
C 0.550 -0.181 0.410
C 1.562 0.550 0.137
C -0.843 -0.205 -0.290
O 2.525 1.113 -0.206
P -2.492 0.807 0.059
H 0.523 -0.922 1.155
H -1.152 -1.203 0.110
H -0.674 0.042 -1.376

Values from the calculation:
Spin multiplicity: 1
ΔE to the lowest compared entry with this formula, charge and spin: 361.94 kJ/mol
Molecular weight: 86.03 Da
Calculated total energy: -532.544371 a.u.
Kohn-Sham gap (alpha / beta): 7.253 / 7.180 eV

=====

The following is a DFT calculation (ωB97M-V/def2-TZVPD) of a structure of composition C3H3OP in a non-equilibrium geometry.

Cartesian coordinates (Å):
C 1.242 -0.490 -0.815
C 2.238 -1.151 -1.181
C -0.296 0.530 -0.250
O -2.177 0.901 1.394
P -0.916 -0.133 1.123
H -0.469 1.342 -0.921
H 3.083 -1.674 -1.515
H -2.704 0.675 2.164

Values from the calculation:
Spin multiplicity: 1
ΔE to the lowest compared entry with this formula, charge and spin: 358.78 kJ/mol
Molecular weight: 86.03 Da
Calculated total energy: -532.545576 a.u.
Kohn-Sham gap: 9.525 eV

=====

> What is the formula in the third record?

C3H3O3Zn

=====

Copy entry 5 word for word.
The following is a DFT calculation (ωB97M-V/def2-TZVPD) of the molecule C3H3OP in a non-equilibrium geometry.

Cartesian coordinates (Å):
C 0.550 -0.181 0.410
C 1.562 0.550 0.137
C -0.843 -0.205 -0.290
O 2.525 1.113 -0.206
P -2.492 0.807 0.059
H 0.523 -0.922 1.155
H -1.152 -1.203 0.110
H -0.674 0.042 -1.376

Values from the calculation:
Spin multiplicity: 1
ΔE to the lowest compared entry with this formula, charge and spin: 361.94 kJ/mol
Molecular weight: 86.03 Da
Calculated total energy: -532.544371 a.u.
Kohn-Sham gap (alpha / beta): 7.253 / 7.180 eV

=====

> Which value of ΔE to the lowest compared entry with this formula, charge and spin does entry 6 give?

358.78 kJ/mol